{"formula": "C2H4O4S", "method": "ωB97M-V/def2-TZVPD", "e_tot_ev": -21158.6316, "molar_mass_da": 124.12, "e_above_lowest_ev": 4.8245, "homo_energy_ev": [-9.4, -9.5], "lumo_ev": [-1.712, -1.898], "elements": ["C", "C", "O", "O", "O", "O", "S", "H", "H", "H", "H"], "xyz": [[-0.625708, -0.103818, 0.930518], [0.090533, -0.605974, -0.929895], [0.690073, 0.645368, 3.011027], [1.769516, -0.836744, 1.280326], [-1.474898, 0.856479, 0.734403], [-0.355485, 0.384481, -1.789657], [0.935928, 0.313651, 1.622258], [-0.335196, -1.554694, -1.119788], [1.153687, -0.547673, -0.798783], [-1.514492, 1.224779, -0.175670], [-0.333956, 0.224144, -2.764739]], "forces_ev_per_a": [[0.331, 0.382, -6.242], [-0.847, 1.318, 2.182], [0.999, 0.566, -0.201], [0.341, 1.119, 0.738], [-0.675, 0.339, 0.760], [-0.728, 0.973, -0.619], [0.477, -2.148, 2.061], [-0.233, -1.075, -0.106], [0.236, -0.413, 0.087], [0.080, -0.703, -0.112], [0.021, -0.359, 1.450]], "mulliken_charge": [0.227, -0.498, -0.504, -0.521, -0.385, -0.545, 0.780, 0.390, 0.396, 0.356, 0.303]}